177
Properties=species:S:1:pos:R:3:forces:R:3 method="wB97M-V/def2-TZVPD" homo_energy_ev=-9.3388 charge=+1
C 0.9981 4.4028 1.0220 -1.0 0.3 -0.6
C 0.5077 3.6347 1.8226 -0.5 -0.6 1.2
C -0.0477 2.7314 2.9858 0.7 0.7 -1.7
C 0.3043 1.1995 2.6501 1.7 2.1 1.7
N -0.4759 0.8405 1.4393 -0.2 0.4 -0.5
C -1.1735 -0.4709 1.3787 -2.0 -2.2 -1.4
C -2.3203 -0.3547 0.2607 0.1 -0.1 -0.7
C -1.8571 0.3819 -1.0697 0.3 0.6 0.1
O -2.5862 -0.1071 -2.2264 -0.6 0.5 1.3
C -3.9727 -0.0088 -2.0166 -1.6 -1.0 0.3
O -4.6544 -0.9904 -1.8450 1.3 1.0 -0.3
C -1.7713 -0.9831 2.7812 1.6 -0.2 -0.7
Cl -2.8690 0.4128 3.3261 0.8 -0.6 -0.1
C -2.6071 -2.3168 2.6329 -1.0 -1.0 0.3
C -4.0686 -2.2906 3.2769 -0.5 -1.2 -1.0
C -5.1920 -1.7410 2.2646 -0.7 1.0 1.3
C -6.0827 -0.5746 2.9545 0.8 0.1 0.1
C -6.0532 0.7985 2.1592 -1.4 0.2 -0.2
C -7.0775 0.8641 0.9229 1.2 -0.9 0.7
O -7.2963 2.2637 0.6003 1.4 0.3 -0.5
C -6.6925 2.6271 -0.6127 -0.7 -0.5 -1.5
C -5.3971 3.5259 -0.6777 -0.2 0.2 0.8
O -7.2133 2.2498 -1.6428 1.0 0.5 1.2
C -0.5194 -1.1236 3.8082 -1.4 2.7 0.5
C -1.0196 -1.4104 5.3147 1.6 -1.2 0.2
C -1.3365 -2.9179 5.6454 -0.9 -0.3 0.5
S 0.7982 -2.2823 3.2451 2.3 -4.9 2.3
C 2.0490 -1.5731 2.1017 0.7 1.2 0.3
O 1.5546 -2.6736 4.4603 -1.0 2.0 -1.6
O 0.3214 -3.5389 2.6294 -0.8 2.5 -0.6
C 0.1650 0.3498 3.9557 -0.8 -0.4 0.7
O 1.4481 0.2750 4.5771 -0.7 0.8 -0.6
C 1.5850 1.1198 5.7352 0.5 -0.4 2.3
C 3.0799 1.5475 6.0658 0.7 1.5 -1.1
C 3.0939 3.1445 6.2682 -0.7 -0.5 0.6
C 4.1309 1.2268 4.9263 1.0 -0.4 -0.3
C 3.8220 1.9314 3.5201 -0.5 -0.9 0.2
C 4.4493 -0.3465 4.7758 0.2 0.3 1.0
H 1.1428 5.1665 0.2203 0.2 -1.2 1.2
H -1.1739 2.8650 3.0791 1.4 -0.2 0.0
H 0.4552 3.0987 3.9198 -0.5 -0.7 -0.8
H 1.4057 1.2313 2.3687 -1.4 -0.4 0.3
H 0.1756 0.8863 0.6336 -0.6 0.1 0.4
H -1.1830 1.5855 1.2790 0.4 -0.4 0.1
H -0.4467 -1.2298 0.9404 -0.8 0.8 0.9
H -2.6727 -1.3794 -0.0811 0.7 1.2 0.6
H -3.2397 0.1784 0.6332 1.0 -0.5 0.0
H -2.0417 1.4968 -1.0082 0.2 -1.0 0.1
H -0.7459 0.2607 -1.2840 -1.4 -0.2 0.0
H -4.5405 0.9816 -1.9977 1.5 -0.5 -0.2
H -2.7735 -2.6343 1.5548 0.4 0.7 1.3
H -2.1091 -3.2247 3.0996 0.0 1.6 -0.6
H -4.1251 -1.8370 4.3033 0.2 -0.2 -1.1
H -4.3373 -3.3891 3.4217 0.5 1.3 0.0
H -5.9131 -2.5755 1.9986 1.2 1.0 0.0
H -4.7290 -1.2735 1.3504 -0.5 -0.8 0.7
H -7.1442 -0.9278 3.1496 1.2 0.5 -0.5
H -5.6420 -0.3709 3.9831 -0.6 -0.2 -1.2
H -5.0426 1.0623 1.7252 -0.9 -0.4 0.7
H -6.3747 1.6329 2.8624 0.5 -0.9 -0.8
H -8.0403 0.3195 1.1732 1.0 0.9 -0.5
H -6.5528 0.3752 0.0470 -1.0 0.2 0.8
H -5.7154 4.5847 -0.9397 0.4 -1.2 0.5
H -4.8300 3.5063 0.2993 -0.8 0.2 -0.9
H -4.6760 3.2095 -1.4826 -1.1 0.1 0.6
H -0.1385 -1.1115 5.9698 -1.0 -0.4 -0.9
H -1.8682 -0.7383 5.6189 0.7 -0.6 -0.8
H -2.3959 -3.1900 5.3337 1.3 0.3 0.5
H -0.6520 -3.6798 5.1875 -0.5 1.0 0.3
H -1.2686 -3.0618 6.7709 -0.2 0.2 -1.4
H 2.5776 -2.4425 1.6077 -1.0 0.8 0.6
H 2.7976 -1.0247 2.7580 -1.1 -0.7 -0.7
H 1.6592 -0.8238 1.3604 0.3 -1.0 0.5
H -0.5137 0.8931 4.6906 0.5 -0.6 -1.2
H 1.2253 0.5092 6.6308 0.2 0.8 -1.0
H 0.9605 2.0579 5.7361 0.4 -1.0 -0.6
H 3.4764 1.1167 7.0284 -0.7 0.1 -1.0
H 2.3002 3.3786 7.0519 1.2 -0.1 -0.8
H 4.1085 3.5116 6.6197 -1.3 -0.4 -0.5
H 2.7667 3.6983 5.3382 0.6 -0.7 0.9
H 5.1175 1.6781 5.2723 -1.3 -0.4 -0.2
H 3.6917 1.1161 2.7344 0.2 1.1 0.8
H 2.8322 2.4782 3.6014 1.3 -0.3 -0.3
H 4.6545 2.6056 3.1648 -1.1 -0.6 0.5
H 5.4564 -0.5481 5.2569 -1.1 0.2 -0.6
H 4.5402 -0.6731 3.7029 -0.2 0.3 1.1
H 3.7110 -0.9763 5.3694 0.7 0.7 -1.1
N 6.9884 -3.5005 2.8796 -0.1 0.1 -0.2
C 7.7740 -3.5569 1.7598 0.0 0.0 0.1
C 6.9486 -3.5859 0.6647 0.2 0.1 -0.1
C 5.6131 -3.5402 1.1429 -0.2 0.1 0.1
C 5.6714 -3.4849 2.5123 -0.1 0.1 0.2
H 7.3278 -3.4738 3.8266 0.0 0.0 -0.1
H 8.8494 -3.5729 1.8392 -0.1 0.0 0.0
H 7.2683 -3.6340 -0.3656 0.0 -0.1 0.1
H 4.7102 -3.5465 0.5495 0.0 -0.1 0.0
H 4.8897 -3.4375 3.2553 0.0 -0.1 0.0
N 5.2271 -1.8541 -1.8112 0.0 0.1 -0.1
C 6.0087 -1.9058 -2.9320 0.0 0.0 0.1
C 5.1799 -1.9340 -4.0262 0.2 0.1 -0.1
C 3.8471 -1.8919 -3.5461 -0.3 0.1 0.1
C 3.9085 -1.8402 -2.1763 0.1 0.0 0.1
H 5.5687 -1.8295 -0.8629 0.0 -0.1 -0.1
H 7.0849 -1.9197 -2.8545 -0.1 0.0 0.0
H 5.4965 -1.9787 -5.0578 -0.1 0.0 0.0
H 2.9436 -1.8985 -4.1378 0.0 -0.1 0.0
H 3.1292 -1.7962 -1.4314 0.0 -0.1 -0.1
N 3.1473 0.7125 -5.7423 0.0 0.1 0.0
C 3.7616 1.2072 -6.8605 0.0 0.0 0.0
C 2.8258 1.8994 -7.5868 0.2 0.0 0.0
C 1.6008 1.8246 -6.8771 -0.1 0.0 0.1
C 1.8309 1.0886 -5.7423 0.0 0.0 0.0
H 3.5943 0.1581 -5.0290 0.0 0.1 -0.1
H 4.8085 1.0230 -7.0432 -0.1 0.0 0.0
H 3.0022 2.4046 -8.5238 0.0 0.0 0.1
H 0.6569 2.2613 -7.1652 0.1 0.0 0.0
H 1.1732 0.7995 -4.9374 0.0 0.0 -0.1
N 7.8075 -3.2253 -6.4333 0.1 0.0 0.0
C 7.5737 -4.5262 -6.7949 -0.1 -0.1 0.0
C 7.8298 -4.6440 -8.1363 0.0 -0.1 0.2
C 8.2395 -3.3679 -8.6037 0.1 0.2 0.0
C 8.2191 -2.5140 -7.5321 0.0 0.2 -0.1
H 7.6950 -2.8506 -5.5069 -0.2 -0.1 -0.1
H 7.2452 -5.2517 -6.0675 0.0 0.0 -0.1
H 7.7348 -5.5473 -8.7188 0.0 0.1 0.1
H 8.5185 -3.1063 -9.6126 0.0 0.0 0.1
H 8.4593 -1.4651 -7.4543 0.0 -0.1 0.0
N -3.9483 7.2072 0.4182 0.0 0.0 0.0
C -3.2802 7.7403 -0.6526 0.1 0.0 0.0
C -4.1918 8.4084 -1.4293 0.2 0.0 0.0
C -5.4574 8.2794 -0.8013 -0.1 0.0 0.1
C -5.2754 7.5363 0.3368 -0.1 -0.1 0.1
H -3.5297 6.6604 1.1505 -0.1 0.1 -0.1
H -2.2175 7.5967 -0.7689 -0.1 0.0 0.0
H -3.9742 8.9333 -2.3469 0.0 -0.1 0.0
H -6.3960 8.6865 -1.1453 0.0 -0.1 0.0
H -5.9728 7.2127 1.0935 0.0 0.1 -0.1
N -9.1240 -3.8647 1.9237 0.0 0.0 0.0
C -10.2638 -3.1496 2.1777 0.0 0.0 0.1
C -10.4393 -2.2572 1.1508 -0.1 0.0 0.2
C -9.3690 -2.4484 0.2389 0.1 0.2 -0.2
C -8.5781 -3.4448 0.7392 0.3 -0.1 0.1
H -8.7467 -4.5861 2.5145 -0.1 0.0 -0.1
H -10.8469 -3.3348 3.0660 0.0 0.0 -0.1
H -11.2466 -1.5465 1.0635 0.0 -0.1 0.0
H -9.1988 -1.9125 -0.6825 0.0 -0.1 0.0
H -7.6728 -3.8910 0.3576 -0.1 0.0 0.0
N -6.0352 10.8888 -3.3711 0.0 0.0 0.0
C -5.1812 10.8821 -4.4416 0.1 -0.1 0.0
C -5.9368 10.8401 -5.5853 0.2 0.0 0.0
C -7.2989 10.8266 -5.1913 -0.1 0.0 0.1
C -7.3283 10.8601 -3.8206 0.0 0.0 0.1
H -5.7560 10.9120 -2.4046 0.0 0.0 -0.1
H -4.1124 10.9064 -4.2965 -0.1 0.0 0.0
H -5.5535 10.8224 -6.5939 0.0 0.0 0.1
H -8.1609 10.7964 -5.8398 0.1 0.0 0.1
H -8.1549 10.8649 -3.1277 0.0 0.0 -0.1
N 10.1166 -4.0996 -4.4284 0.0 -0.1 0.2
C 10.7237 -5.1640 -5.0369 0.0 0.0 -0.1
C 11.2037 -5.9947 -4.0563 0.0 0.0 -0.2
C 10.8684 -5.4124 -2.8072 -0.1 0.1 0.2
C 10.1961 -4.2460 -3.0683 0.0 0.1 0.0
H 9.6797 -3.3308 -4.9053 0.2 -0.2 -0.1
H 10.7626 -5.2370 -6.1125 0.0 0.0 0.1
H 11.7357 -6.9193 -4.2183 0.0 0.1 0.0
H 11.0942 -5.8047 -1.8275 0.0 0.0 -0.1
H 9.7692 -3.5083 -2.4065 0.1 0.0 0.0
N -1.4839 -5.1834 -0.0061 0.0 0.1 0.0
C -1.4769 -6.5267 -0.2662 0.0 0.0 0.0
C -2.6593 -6.8446 -0.8863 0.2 -0.1 0.1
C -3.4073 -5.6467 -1.0108 -0.1 0.2 0.0
C -2.6565 -4.6389 -0.4624 0.1 0.0 0.1
H -0.7427 -4.6749 0.4490 -0.1 -0.1 0.0
H -0.6342 -7.1391 0.0131 -0.1 0.0 0.0
H -2.9536 -7.8291 -1.2151 0.0 0.1 0.0
H -4.3854 -5.5358 -1.4532 0.1 0.0 0.0
H -2.8542 -3.5839 -0.3562 -0.1 -0.1 -0.1

118
Properties=species:S:1:pos:R:3:forces:R:3 method="wB97M-V/def2-TZVPD" homo_energy_ev=-9.3062 charge=+1
Bi -1.2004 -0.1880 -1.8909 0.0 -0.3 0.0
C 1.5313 2.1071 -1.7132 0.1 -0.1 0.0
Si -0.0071 1.8471 -0.6780 0.1 0.6 -0.1
C 0.3102 2.1646 1.1659 -0.1 -0.3 0.0
C 0.4045 3.5092 1.5537 0.0 0.0 0.0
C 0.6360 3.8719 2.8691 0.0 -0.1 0.1
C 0.7392 2.8912 3.8490 0.0 0.0 -0.1
C 0.6266 1.5601 3.4889 0.1 0.0 0.0
C 0.4485 1.1807 2.1558 0.0 -0.2 0.1
P 0.1913 -0.5880 1.7122 0.0 0.3 0.2
C 1.4138 -1.5661 2.6791 0.1 0.1 0.0
C 2.4980 -1.0307 3.3731 -0.1 0.0 0.1
C 3.4187 -1.8568 4.0011 0.0 0.0 0.0
C 3.2883 -3.2360 3.9347 0.0 0.0 0.0
C 2.2476 -3.7848 3.1990 0.0 0.0 0.0
C 1.3341 -2.9560 2.5651 0.0 -0.1 -0.1
C -1.3867 -0.8692 2.6475 0.2 -0.1 0.2
C -1.7882 -2.1466 3.0392 0.2 0.2 0.5
C -3.0068 -2.3585 3.6676 0.0 0.2 0.2
C -3.8657 -1.2959 3.9097 0.1 0.0 0.0
C -3.4892 -0.0219 3.5114 0.1 0.1 0.2
C -2.2676 0.1867 2.8841 0.0 0.1 0.2
C -1.1419 3.2582 -1.3197 -0.2 -0.1 0.0
C -0.5455 4.5025 -1.5856 0.1 -0.1 0.0
C -1.2867 5.6080 -1.9594 -0.1 0.0 0.0
C -2.6649 5.5042 -2.1150 0.0 0.0 0.0
C -3.2760 4.2819 -1.9234 0.0 0.0 0.0
C -2.5271 3.1652 -1.5372 0.1 0.0 0.1
P -3.4108 1.5806 -1.3455 -0.2 0.2 -0.1
C -4.7586 2.0298 -0.2079 0.1 -0.1 0.1
C -4.3853 2.2740 1.1140 -0.1 0.1 -0.1
C -5.3282 2.6846 2.0412 0.0 0.0 0.0
C -6.6547 2.8405 1.6576 0.0 0.0 0.0
C -7.0294 2.5990 0.3456 0.0 0.0 0.0
C -6.0849 2.1962 -0.5913 0.0 0.0 0.0
C -4.1931 1.3056 -2.9724 0.0 0.0 0.0
C -3.7133 1.9217 -4.1271 0.0 0.0 0.0
C -4.2465 1.5970 -5.3687 0.0 0.0 0.0
C -5.2569 0.6539 -5.4717 0.0 0.0 0.0
C -5.7297 0.0224 -4.3287 0.0 0.0 0.0
C -5.1951 0.3385 -3.0900 0.0 0.0 0.0
H 2.0875 2.9693 -1.3340 0.0 0.0 0.0
H 1.2594 2.3027 -2.7554 0.0 0.0 0.1
H 2.1954 1.2482 -1.6716 0.1 -0.1 0.1
H 0.2751 4.2991 0.8263 0.0 0.0 -0.1
H 0.7064 4.9194 3.1336 0.0 0.0 0.0
H 0.8869 3.1632 4.8862 0.0 0.0 0.0
H 0.6575 0.7959 4.2555 0.0 0.0 0.0
H 2.6529 0.0377 3.4055 0.0 0.0 0.0
H 4.2515 -1.4141 4.5330 0.0 0.0 0.0
H 3.9995 -3.8795 4.4360 0.0 0.0 0.0
H 2.1522 -4.8593 3.1065 0.0 0.0 0.0
H 0.5716 -3.4067 1.9372 0.2 0.1 0.2
H -1.1452 -2.9990 2.8681 0.0 0.2 0.1
H -3.2833 -3.3610 3.9697 0.0 0.0 0.0
H -4.8113 -1.4557 4.4116 0.0 0.0 0.0
H -4.1424 0.8199 3.7036 0.0 -0.1 0.0
H -1.9960 1.1942 2.5939 0.1 0.0 0.1
H 0.5305 4.6069 -1.5085 0.0 0.0 0.1
H -0.7917 6.5561 -2.1278 0.0 0.0 0.0
H -3.2508 6.3684 -2.4003 0.0 0.0 0.0
H -4.3432 4.1837 -2.0870 0.0 0.0 0.0
H -3.3487 2.1569 1.4082 0.0 0.0 0.0
H -5.0306 2.8854 3.0625 0.0 0.0 0.0
H -7.3953 3.1508 2.3834 0.0 0.0 0.0
H -8.0602 2.7306 0.0431 0.0 0.0 0.0
H -6.3845 2.0303 -1.6171 0.0 0.0 0.0
H -2.9272 2.6634 -4.0647 0.0 0.0 0.0
H -3.8693 2.0890 -6.2560 0.0 0.0 0.0
H -5.6735 0.4070 -6.4394 0.0 0.0 0.0
H -6.5151 -0.7186 -4.4010 0.0 0.0 0.0
H -5.5690 -0.1688 -2.2079 0.0 0.0 0.0
C -4.0960 -1.3076 0.5497 0.0 0.0 -0.1
C -2.9253 -2.2096 0.3488 -0.1 0.0 -0.4
C -2.8910 -3.4677 0.8952 0.0 -0.4 -0.5
C -1.7436 -4.2582 0.7421 -0.3 0.0 -0.1
C -0.6692 -3.8003 0.0294 0.0 0.1 -0.3
C -0.7620 -2.5292 -0.5798 0.0 -0.1 -0.3
N -1.8697 -1.7593 -0.3708 -0.1 -0.2 0.0
N 0.1132 -1.9569 -1.4156 -0.1 0.0 0.1
Si 1.2919 -2.7691 -2.4342 0.0 0.0 -0.1
C 2.5604 -3.7169 -1.4457 0.0 0.0 0.2
C 0.3596 -3.9602 -3.5308 0.0 -0.1 -0.1
C 2.0381 -1.3978 -3.4469 0.1 0.1 0.0
H -4.8944 -1.8372 1.0651 0.0 0.0 0.0
H -4.4792 -0.9414 -0.4030 0.0 0.0 -0.1
H -3.8102 -0.4470 1.1565 -0.1 -0.1 -0.2
H -3.7386 -3.8244 1.4625 0.0 0.0 0.0
H -1.7080 -5.2375 1.2042 0.0 0.0 0.0
H 0.2329 -4.3823 -0.1030 -0.1 0.0 0.0
H 2.2997 -4.7768 -1.3898 0.0 0.0 0.0
H 2.6552 -3.3179 -0.4318 0.0 0.0 -0.1
H 3.5414 -3.6395 -1.9218 0.0 0.0 0.0
H -0.3172 -4.5803 -2.9350 0.0 0.0 0.0
H 1.0450 -4.6324 -4.0547 0.0 0.0 0.0
H -0.2379 -3.4385 -4.2831 0.0 0.0 0.0
H 2.5385 -0.6781 -2.7928 0.0 0.0 -0.1
H 1.2810 -0.8737 -4.0417 0.0 0.0 0.0
H 2.7840 -1.7868 -4.1450 0.0 0.0 0.0
C 6.2819 -2.6205 0.4262 0.0 0.0 0.0
N 6.4430 -1.2199 0.0898 0.0 -0.1 0.1
C 5.4340 -0.3205 -0.0194 0.2 0.1 -0.1
Se 3.6411 -0.6125 0.1725 0.0 0.1 -0.1
N 6.0200 0.8707 -0.3040 0.0 0.1 0.0
C 7.4029 0.7452 -0.3790 -0.1 0.0 0.0
C 8.4144 1.6507 -0.6442 0.0 0.0 0.0
C 9.7118 1.1584 -0.6562 0.0 0.0 0.0
C 9.9805 -0.1903 -0.4143 0.0 0.0 0.0
C 8.9614 -1.0939 -0.1481 0.1 0.0 0.0
C 7.6702 -0.5962 -0.1316 -0.1 -0.1 0.0
H 5.2615 -2.7734 0.7678 0.0 0.0 0.0
H 6.9777 -2.8846 1.2217 0.0 0.0 0.0
H 6.4710 -3.2498 -0.4438 0.0 0.0 0.0
H 5.4809 1.7130 -0.4014 0.0 0.0 0.0
H 8.2055 2.6957 -0.8316 0.0 0.0 0.0
H 10.5317 1.8336 -0.8607 0.0 0.0 0.0
H 11.0042 -0.5383 -0.4392 0.0 0.0 0.0
H 9.1706 -2.1393 0.0357 0.0 0.0 0.0

78
Properties=species:S:1:pos:R:3:forces:R:3 method="wB97M-V/def2-TZVPD" e_above_lowest_kj_mol=0.0 spin_multiplicity=2 homo_energy_ev="-13.0620 / -13.0599" charge=+2
Co 0.6542 -1.0288 0.2663 0.2 -0.1 0.0
C 0.5489 -3.5339 3.5342 0.0 0.0 0.0
C -0.0433 -2.9754 2.4047 0.0 0.0 0.1
N 0.8152 -2.1619 1.7992 0.1 -0.1 0.0
N 1.9753 -2.1935 2.4961 0.0 0.0 -0.2
C 1.8228 -3.0034 3.5570 0.0 0.0 0.0
B 3.1817 -1.3733 1.9321 0.0 -0.1 0.0
N 2.6808 0.1060 1.9294 0.1 0.0 0.0
C 3.0835 1.1995 2.5889 0.1 0.0 0.1
C 2.2187 2.2375 2.2944 0.0 0.0 0.0
C 1.2830 1.6749 1.4346 -0.1 0.0 -0.1
N 1.5695 0.3871 1.2200 0.0 0.1 0.0
N 3.4403 -1.8066 0.4562 -0.1 0.0 0.1
C 4.5753 -2.2885 -0.0827 0.0 0.0 -0.1
C 4.3359 -2.5733 -1.4118 0.0 0.0 0.0
C 2.9960 -2.2286 -1.6024 0.0 0.0 0.0
N 2.4671 -1.7649 -0.4756 0.0 0.0 0.1
N 4.4517 -1.5790 2.7086 0.0 0.2 0.0
C 5.0047 -2.7309 3.1819 0.0 -0.1 -0.1
C 6.3217 -2.4882 3.4597 0.0 0.0 0.0
C 6.5079 -1.1395 3.1008 0.1 0.1 0.0
N 5.4007 -0.6015 2.6303 -0.1 -0.1 0.1
H 0.1145 -4.2190 4.2396 0.0 0.0 0.0
H -1.0358 -3.1107 2.0119 0.0 0.0 0.0
H 2.6090 -3.1353 4.2778 0.1 0.0 0.0
H 3.9676 1.1714 3.1996 0.0 0.0 0.0
H 2.2656 3.2486 2.6567 0.0 0.0 0.0
H 0.4150 2.1223 0.9737 0.0 0.0 0.0
H 5.4716 -2.3889 0.5069 0.0 0.0 0.0
H 5.0271 -2.9776 -2.1294 0.0 0.0 0.0
H 2.3983 -2.3058 -2.4997 0.0 0.0 0.0
H 4.4511 -3.6508 3.2518 -0.1 0.0 0.0
H 7.0412 -3.1780 3.8641 0.0 0.0 0.0
H 7.4058 -0.5452 3.1618 0.0 0.0 0.0
O -1.6384 1.8943 -0.2979 -0.2 0.1 -0.1
C -2.8918 2.2523 -0.4448 0.0 0.0 -0.1
C -2.6952 -0.7761 0.5943 0.0 0.0 0.0
O -3.5370 -0.7501 -0.2005 0.0 0.0 0.0
O -1.8390 -0.7528 1.3765 -0.1 0.0 0.0
C -3.5673 2.6517 0.7451 0.1 -0.1 -0.1
C -4.7573 3.4019 0.6856 0.0 0.0 -0.1
C -5.3674 3.8069 1.8527 0.0 0.0 0.0
C -4.8095 3.4605 3.0798 0.0 0.0 0.0
C -3.6348 2.7141 3.1531 0.0 0.0 0.0
C -3.0085 2.3137 1.9953 0.1 0.0 0.1
C -3.4556 2.1975 -1.7842 0.1 0.0 0.2
C -2.6324 2.5142 -2.8745 0.0 0.0 -0.1
C -3.1393 2.4486 -4.1577 0.0 0.0 0.0
C -4.4550 2.0422 -4.3602 0.0 0.0 0.0
C -5.2681 1.7065 -3.2851 0.0 0.0 0.0
C -4.7774 1.7904 -1.9944 -0.1 0.0 0.0
H -1.2760 1.5247 -1.1236 0.0 0.0 0.1
H -5.1706 3.6949 -0.2697 0.0 0.0 0.0
H -6.2694 4.4010 1.8139 0.0 0.0 0.0
H -5.2947 3.7768 3.9940 0.0 0.0 0.0
H -3.2184 2.4524 4.1155 0.0 0.0 0.0
H -2.1027 1.7202 2.0402 -0.1 0.1 0.0
H -1.6271 2.8911 -2.7133 0.0 0.0 0.0
H -2.5240 2.7372 -4.9986 0.0 0.0 0.0
H -4.8503 1.9922 -5.3661 0.0 0.0 0.0
H -6.2838 1.3772 -3.4538 0.0 0.0 0.0
H -5.3946 1.4947 -1.1554 0.0 0.0 0.0
C -1.3498 -2.8582 -3.5190 0.0 0.0 0.0
N -0.6420 -1.6105 -3.1927 0.0 0.0 -0.1
C -0.1823 -0.7493 -4.1453 0.0 0.0 0.1
C 0.5517 0.3461 -3.8364 0.0 0.0 0.0
C 0.8349 0.5806 -2.4578 0.2 0.0 -0.2
N 0.2906 -0.2134 -1.5366 0.0 0.4 0.1
C -0.3643 -1.3413 -1.8838 -0.2 -0.1 -0.3
O -0.6564 -2.1033 -0.9492 -0.1 -0.3 0.1
N 1.6043 1.5817 -2.0396 0.0 0.0 0.0
H -1.4517 -2.9218 -4.5979 0.0 0.0 0.0
H -2.3308 -2.8566 -3.0502 0.0 0.0 0.0
H -0.7796 -3.7061 -3.1473 0.0 0.0 0.0
H -0.4236 -1.0094 -5.1668 0.0 0.0 0.0
H 0.9349 0.9935 -4.6098 0.0 0.0 0.0
H 2.1302 2.1304 -2.6995 0.0 0.0 0.0
H 1.8968 1.5947 -1.0706 0.0 0.0 0.0